Molecular formula: C18H12F5MoN4O2
Method: DFT, ωB97M-V/def2-TZVPD

Summary:
M: 507.25 g mol⁻¹
gap between HOMO and LUMO (spin up / spin down): 6.4 / 6.5 eV
largest force on an atom: 5.80 eV/Å
HOMO level (spin up / spin down): -12.111 / -12.116 eV
ΔE to the lowest compared entry with this formula, charge and spin: 38.3 kcal per mole

```
! wB97M-V def2-TZVPD RIJCOSX def2/J DEFGRID3
* xyz 1 1
Mo 0.374 -0.912 -0.227
C -2.530 -0.756 -1.205
N -1.808 -0.853 0.071
C -2.271 -2.067 0.767
C -2.130 0.309 0.931
C -1.090 0.406 2.016
C -1.361 0.817 3.314
C -0.329 0.924 4.234
C 0.974 0.644 3.855
C 1.239 0.203 2.565
C 0.213 0.065 1.646
H -3.615 -0.748 -1.047
H -2.283 -1.615 -1.837
H -2.263 0.163 -1.730
H -3.360 -2.049 0.884
H -1.806 -2.121 1.756
H -2.005 -2.963 0.196
H -3.145 0.218 1.338
H -2.092 1.223 0.324
H -2.374 1.052 3.606
H -0.548 1.230 5.247
H 1.782 0.759 4.558
H 2.263 -0.021 2.272
O 0.431 -2.491 0.496
N 1.064 -3.588 0.773
C 2.381 -3.618 0.443
C 3.195 -4.697 0.822
N 3.896 -5.557 1.111
C 2.719 -2.519 -0.323
N 2.249 -1.525 -0.772
F 1.507 4.392 -4.921
C 1.275 3.487 -3.983
C 0.029 3.437 -3.353
F -0.926 4.294 -3.684
C -0.207 2.475 -2.384
F -1.400 2.388 -1.763
C 0.761 1.522 -2.029
O 0.490 0.558 -1.169
C 2.016 1.613 -2.659
F 2.944 0.718 -2.307
C 2.278 2.582 -3.620
F 3.461 2.623 -4.213
*
```

Atomic charges from the Löwdin analysis, expressed in e, are listed below: atom 1 (Mo): 1.655, atom 2 (C): -0.067, atom 3 (N): -0.386, atom 4 (C): -0.070, atom 5 (C): -0.140, atom 6 (C): -0.242, atom 7 (C): -0.022, atom 8 (C): -0.054, atom 9 (C): -0.067, atom 10 (C): -0.095, atom 11 (C): -0.190, atom 12 (H): 0.110, atom 13 (H): 0.100, atom 14 (H): 0.077, atom 15 (H): 0.110, atom 16 (H): 0.104, atom 17 (H): 0.095, atom 18 (H): 0.141, atom 19 (H): 0.127, atom 20 (H): 0.119, atom 21 (H): 0.114, atom 22 (H): 0.110, atom 23 (H): 0.101, atom 24 (O): -0.397, atom 25 (N): 0.144, atom 26 (C): -0.224, atom 27 (C): -0.134, atom 28 (N): 0.238, atom 29 (C): -0.008, atom 30 (N): 0.094, atom 31 (F): 0.160, atom 32 (C): -0.114, atom 33 (C): -0.129, atom 34 (F): 0.154, atom 35 (C): -0.110, atom 36 (F): 0.103, atom 37 (C): -0.183, atom 38 (O): -0.246, atom 39 (C): -0.118, atom 40 (F): 0.110, atom 41 (C): -0.126, atom 42 (F): 0.155

***

Molecular formula: C21H22F2N4O2
Method: DFT, ωB97M-V/def2-TZVPD

Summary:
M: 400.43 g mol⁻¹
gap between HOMO and LUMO: 9.2 eV
SMILES string: Cc1nc2cc(C(=O)NCCN3CCOCC3)ccc2n1-c1ccc(F)cc1F
largest force on an atom: 0.85 eV/Å
HOMO level: -8.664 eV

```
! wB97M-V def2-TZVPD RIJCOSX def2/J DEFGRID3
* xyz 0 1
C 3.953 3.131 0.497
C 3.159 1.895 0.299
N 1.867 1.835 0.365
C 1.528 0.521 0.148
C 0.280 -0.081 0.095
C 0.233 -1.445 -0.157
C -1.052 -2.204 -0.215
O -1.128 -3.382 0.081
N -2.117 -1.492 -0.657
C -3.447 -2.048 -0.695
C -4.356 -1.540 0.435
N -5.208 -0.439 0.018
C -4.478 0.792 -0.231
C -5.449 1.870 -0.717
O -6.479 2.103 0.211
C -7.185 0.911 0.459
C -6.260 -0.183 0.989
C 1.411 -2.184 -0.336
C 2.659 -1.601 -0.292
C 2.703 -0.240 -0.040
N 3.742 0.664 0.053
C 5.107 0.367 -0.030
C 5.933 1.026 -0.937
C 7.280 0.729 -1.017
C 7.803 -0.246 -0.185
F 9.110 -0.542 -0.261
C 7.018 -0.924 0.730
C 5.676 -0.602 0.799
F 4.910 -1.232 1.704
H 4.882 2.916 1.020
H 4.192 3.593 -0.461
H 3.359 3.835 1.072
H -0.601 0.513 0.278
H -1.991 -0.522 -0.895
H -3.313 -3.127 -0.592
H -3.918 -1.833 -1.658
H -3.731 -1.274 1.306
H -5.019 -2.353 0.737
H -3.738 0.621 -1.014
H -3.964 1.148 0.681
H -4.931 2.822 -0.849
H -5.880 1.551 -1.679
H -7.954 1.155 1.195
H -7.662 0.560 -0.468
H -6.833 -1.101 1.139
H -5.843 0.137 1.961
H 1.311 -3.245 -0.511
H 3.554 -2.184 -0.441
H 5.505 1.770 -1.590
H 7.923 1.237 -1.718
H 7.436 -1.676 1.379
*
```

Atomic charges from the Löwdin analysis, expressed in e, are listed below: atom 1 (C): -0.001, atom 2 (C): -0.321, atom 3 (N): 0.167, atom 4 (C): -0.209, atom 5 (C): 0.044, atom 6 (C): -0.134, atom 7 (C): -0.456, atom 8 (O): 0.063, atom 9 (N): 0.058, atom 10 (C): -0.150, atom 11 (C): -0.177, atom 12 (N): -0.180, atom 13 (C): -0.170, atom 14 (C): -0.198, atom 15 (O): -0.131, atom 16 (C): -0.199, atom 17 (C): -0.176, atom 18 (C): -0.013, atom 19 (C): 0.006, atom 20 (C): -0.141, atom 21 (N): 0.073, atom 22 (C): -0.142, atom 23 (C): 0.006, atom 24 (C): 0.002, atom 25 (C): -0.269, atom 26 (F): 0.076, atom 27 (C): 0.082, atom 28 (C): -0.197, atom 29 (F): 0.101, atom 30 (H): 0.084, atom 31 (H): 0.083, atom 32 (H): 0.086, atom 33 (H): 0.115, atom 34 (H): 0.106, atom 35 (H): 0.117, atom 36 (H): 0.126, atom 37 (H): 0.132, atom 38 (H): 0.118, atom 39 (H): 0.110, atom 40 (H): 0.134, atom 41 (H): 0.126, atom 42 (H): 0.128, atom 43 (H): 0.125, atom 44 (H): 0.127, atom 45 (H): 0.123, atom 46 (H): 0.132, atom 47 (H): 0.117, atom 48 (H): 0.114, atom 49 (H): 0.124, atom 50 (H): 0.122, atom 51 (H): 0.136

***

Molecular formula: C2H2N2O
Method: DFT, ωB97M-V/def2-TZVPD

Summary:
M: 70.05 g mol⁻¹
gap between HOMO and LUMO (spin up / spin down): 9.4 / 9.4 eV
SMILES string: C#CNN=O
largest force on an atom: 8.38 eV/Å
HOMO level (spin up / spin down): -9.876 / -9.877 eV
ΔE to the lowest compared entry with this formula, charge and spin: 153.8 kcal per mole

```
! wB97M-V def2-TZVPD RIJCOSX def2/J DEFGRID3
* xyz 0 1
C -0.854 1.353 -0.525
C -0.629 0.246 -0.202
N 0.112 -0.805 0.374
N 1.208 -1.452 0.091
O 2.114 -0.684 -0.353
H -1.490 2.209 -0.445
H -0.460 -0.868 1.061
*
```

Atomic charges from the Löwdin analysis, expressed in e, are listed below: atom 1 (C): 0.124, atom 2 (C): -0.124, atom 3 (N): -0.016, atom 4 (N): -0.039, atom 5 (O): -0.039, atom 6 (H): 0.042, atom 7 (H): 0.052